{
  "formula": "C72H79BN3O2PtS2",
  "method": "the ωB97M-V functional and the def2-TZVPD basis",
  "elements": ["Pt", "C", "C", "C", "C", "C", "C", "C", "S", "O", "C", "C", "C", "C", "C", "C", "C", "C", "C", "C", "C", "C", "C", "C", "C", "C", "C", "C", "C", "C", "S", "O", "C", "C", "C", "C", "C", "C", "C", "H", "H", "H", "H", "H", "H", "H", "H", "H", "H", "H", "H", "H", "H", "H", "H", "H", "H", "H", "H", "H", "H", "H", "H", "H", "H", "C", "C", "C", "C", "C", "C", "C", "C", "C", "C", "C", "C", "N", "H", "H", "H", "H", "H", "H", "H", "H", "H", "H", "H", "H", "H", "H", "H", "H", "H", "C", "C", "C", "C", "C", "C", "C", "C", "C", "C", "C", "C", "N", "B", "N", "C", "C", "C", "C", "C", "C", "C", "C", "C", "C", "C", "C", "C", "C", "H", "H", "H", "H", "H", "H", "H", "H", "H", "H", "H", "H", "H", "H", "H", "H", "H", "H", "H", "H", "H", "H", "H", "H", "H", "H", "H", "H", "H", "H", "H", "H", "H", "H", "H", "H"],
  "xyz": [[0.524, -0.141, 0.880], [-2.614, -7.301, -1.388], [-2.348, -5.867, -1.020], [-2.292, -5.473, 0.313], [-2.066, -4.147, 0.652], [-1.883, -3.218, -0.358], [-1.921, -3.584, -1.694], [-2.168, -4.905, -2.014], [-1.747, -1.497, 0.072], [-0.594, -0.911, -0.781], [-3.393, -1.056, -0.522], [-4.329, -1.599, 0.397], [-5.658, -1.393, 0.237], [-6.127, -0.571, -0.814], [-7.505, -0.285, -0.959], [-7.938, 0.570, -1.930], [-7.010, 1.162, -2.810], [-5.678, 0.873, -2.714], [-5.194, 0.003, -1.706], [-3.786, -0.260, -1.567], [-2.934, 0.327, -2.644], [-2.991, -0.248, -3.958], [-3.684, -1.456, -4.229], [-3.728, -1.966, -5.495], [-3.091, -1.296, -6.562], [-2.427, -0.127, -6.332], [-2.361, 0.429, -5.030], [-1.679, 1.647, -4.789], [-1.590, 2.159, -3.526], [-2.249, 1.487, -2.493], [-2.310, 1.919, -0.054], [-2.089, 1.479, 1.369], [-3.612, 3.101, -0.022], [-4.464, 3.132, 1.080], [-5.503, 4.043, 1.108], [-5.703, 4.946, 0.064], [-6.803, 5.967, 0.140], [-4.838, 4.901, -1.026], [-3.798, 3.989, -1.078], [-2.352, -7.973, -0.573], [-2.048, -7.591, -2.273], [-3.673, -7.447, -1.612], [-2.432, -6.209, 1.095], [-2.048, -3.839, 1.688], [-1.769, -2.842, -2.468], [-2.215, -5.199, -3.056], [-3.972, -2.197, 1.227], [-6.368, -1.841, 0.919], [-8.206, -0.755, -0.281], [-8.992, 0.794, -2.027], [-7.355, 1.853, -3.567], [-4.982, 1.321, -3.411], [-4.179, -1.978, -3.418], [-4.261, -2.889, -5.685], [-3.138, -1.709, -7.561], [-1.938, 0.396, -7.145], [-1.211, 2.162, -5.620], [-1.024, 3.058, -3.337], [-4.302, 2.438, 1.894], [-6.174, 4.058, 1.959], [-7.718, 5.532, 0.542], [-7.020, 6.393, -0.838], [-6.512, 6.785, 0.802], [-4.980, 5.591, -1.849], [-3.131, 3.977, -1.931], [-0.220, -2.406, 3.323], [0.507, -2.052, 4.614], [-0.555, -1.702, 5.673], [1.529, -0.927, 4.646], [2.462, -0.969, 5.659], [3.221, 0.145, 6.010], [2.931, 1.379, 5.431], [2.024, 1.501, 4.401], [1.527, 2.885, 4.045], [0.303, 3.169, 4.934], [1.182, 3.174, 2.589], [1.488, 0.277, 3.838], [1.016, 0.288, 2.621], [-0.782, -3.326, 3.501], [0.442, -2.585, 2.480], [-0.938, -1.627, 3.059], [1.031, -2.944, 4.964], [-1.058, -0.767, 5.413], [-0.109, -1.584, 6.660], [-1.307, -2.491, 5.729], [2.571, -1.887, 6.225], [3.962, 0.070, 6.794], [3.410, 2.275, 5.806], [2.322, 3.574, 4.342], [-0.510, 2.481, 4.689], [-0.051, 4.186, 4.761], [0.541, 3.059, 5.992], [0.355, 2.554, 2.238], [2.038, 3.023, 1.937], [0.867, 4.216, 2.502], [5.215, -2.972, 0.779], [3.834, -3.567, 1.062], [3.202, -3.004, 2.331], [2.906, -3.576, -0.157], [2.364, -4.819, -0.483], [1.732, -5.038, -1.692], [1.710, -4.019, -2.626], [2.181, -2.744, -2.332], [2.272, -1.782, -3.520], [1.908, -0.314, -3.342], [3.668, -1.892, -4.176], [2.682, -2.509, -1.046], [3.054, -1.167, -0.712], [2.439, -0.104, 0.073], [3.347, 1.010, -0.068], [4.380, 0.620, -0.927], [4.212, -0.652, -1.298], [3.505, 2.310, 0.530], [4.462, 2.489, 1.549], [4.637, 3.770, 2.062], [3.955, 4.862, 1.555], [3.069, 4.673, 0.516], [2.820, 3.405, -0.003], [1.844, 3.294, -1.157], [2.427, 3.940, -2.418], [0.508, 3.936, -0.770], [5.373, 1.424, 2.153], [4.709, 0.093, 2.469], [6.661, 1.202, 1.346], [5.884, -3.207, 1.609], [5.200, -1.896, 0.662], [5.640, -3.408, -0.128], [4.018, -4.627, 1.257], [2.742, -2.030, 2.159], [3.944, -2.896, 3.124], [2.430, -3.686, 2.686], [2.494, -5.639, 0.214], [1.315, -6.009, -1.926], [1.329, -4.214, -3.621], [1.557, -2.180, -4.246], [2.668, 0.238, -2.785], [0.952, -0.190, -2.852], [1.838, 0.136, -4.329], [4.291, -1.036, -3.915], [3.579, -1.908, -5.264], [4.188, -2.802, -3.876], [5.151, 1.315, -1.214], [4.832, -1.257, -1.936], [5.359, 3.916, 2.857], [4.126, 5.853, 1.957], [2.554, 5.529, 0.099], [1.676, 2.236, -1.371], [2.784, 4.951, -2.214], [1.671, 4.011, -3.203], [3.269, 3.363, -2.804], [0.647, 4.939, -0.365], [-0.001, 3.344, -0.008], [-0.144, 4.033, -1.636], [5.692, 1.855, 3.105], [4.530, -0.477, 1.563], [3.757, 0.237, 2.975], [5.354, -0.504, 3.117], [6.499, 0.519, 0.511], [7.425, 0.763, 1.990], [7.052, 2.143, 0.956]],
  "atomic_forces_ev_per_a": [[0.2, 0.0, -0.1], [0.0, 0.0, 0.0], [0.0, -0.1, 0.1], [0.0, 0.0, -0.1], [0.1, 0.0, 0.0], [0.2, 0.0, 0.1], [0.0, 0.0, -0.1], [0.1, 0.0, -0.1], [-0.2, -0.4, -0.4], [0.0, 0.3, 0.2], [0.0, 0.4, 0.1], [0.1, -0.1, 0.0], [-0.1, 0.0, 0.0], [-0.1, 0.1, 0.0], [0.0, 0.0, 0.0], [0.0, 0.0, 0.0], [0.0, 0.0, 0.0], [0.0, 0.1, -0.1], [0.0, 0.1, 0.0], [-0.1, -0.2, -0.1], [0.2, -0.1, 0.3], [0.1, 0.0, -0.1], [0.1, 0.0, 0.0], [0.0, 0.0, 0.0], [0.0, 0.0, 0.0], [0.0, 0.0, 0.0], [0.0, -0.1, 0.0], [0.1, 0.0, 0.0], [0.1, 0.1, 0.2], [0.0, -0.3, -0.7], [0.0, 0.2, 0.5], [0.1, -0.1, 0.0], [0.0, 0.0, 0.1], [0.0, 0.0, 0.0], [0.0, 0.0, 0.0], [0.0, 0.0, 0.0], [0.0, 0.0, 0.0], [0.0, 0.0, 0.0], [0.1, 0.0, -0.1], [0.0, 0.0, 0.0], [0.0, 0.0, 0.0], [0.0, 0.0, 0.0], [0.0, 0.0, 0.0], [0.0, 0.0, 0.0], [0.0, 0.0, 0.0], [0.0, 0.0, 0.0], [0.0, 0.0, 0.0], [0.0, 0.0, 0.0], [0.0, 0.0, 0.0], [0.0, 0.0, 0.0], [0.0, 0.0, 0.0], [-0.1, 0.0, 0.1], [0.0, 0.0, 0.0], [0.0, 0.0, 0.0], [0.0, 0.0, 0.0], [0.0, 0.0, 0.0], [0.0, 0.0, 0.0], [0.0, 0.1, 0.0], [0.0, 0.0, 0.0], [0.0, 0.0, 0.0], [0.0, 0.0, 0.0], [0.0, 0.0, 0.0], [0.0, 0.0, 0.0], [0.0, 0.0, 0.0], [0.0, 0.0, 0.0], [0.1, 0.1, 0.0], [-0.1, 0.0, 0.0], [0.0, 0.0, 0.1], [0.0, -0.2, -0.2], [0.1, 0.0, 0.0], [-0.1, 0.0, -0.1], [0.1, 0.0, 0.0], [0.1, 0.1, 0.0], [-0.2, 0.0, -0.1], [0.0, -0.1, 0.0], [0.0, -0.1, 0.2], [-0.3, 0.2, 0.2], [0.2, 0.0, -0.1], [0.0, 0.0, 0.0], [0.1, 0.0, -0.1], [0.0, 0.0, 0.0], [0.1, 0.0, 0.0], [0.0, 0.0, 0.0], [0.0, 0.0, 0.0], [0.0, 0.0, 0.0], [0.0, 0.0, 0.0], [0.0, 0.0, 0.0], [0.0, 0.0, 0.0], [0.0, 0.0, 0.0], [0.0, 0.0, 0.0], [0.0, 0.0, 0.0], [0.0, 0.0, 0.0], [0.0, 0.1, 0.1], [-0.5, 0.0, 0.5], [0.0, 0.0, 0.0], [0.0, -0.1, -0.1], [-0.1, 0.1, -0.1], [-0.1, 0.1, 0.0], [0.1, -0.1, 0.1], [0.0, 0.0, 0.0], [0.0, 0.1, 0.0], [-0.2, -0.1, -0.1], [-0.1, 0.1, -0.1], [0.0, -0.1, 0.0], [0.1, 0.1, 0.1], [0.0, 0.0, -0.2], [-0.1, 0.0, 0.1], [0.3, 0.2, 0.4], [-0.1, -0.2, -0.4], [-0.1, 0.1, 0.1], [0.1, 0.1, 0.0], [0.1, -0.2, 0.3], [0.3, -0.1, -0.2], [0.0, 0.0, 0.1], [0.0, 0.1, -0.1], [0.0, 0.0, 0.0], [0.1, 0.0, -0.1], [0.3, 0.1, -0.4], [-0.1, 0.0, 0.0], [0.0, 0.0, 0.0], [0.0, 0.0, 0.0], [0.0, -0.1, 0.0], [0.0, 0.0, 0.0], [0.0, 0.1, 0.0], [0.0, 0.0, 0.0], [0.0, 0.0, -0.1], [0.0, 0.0, 0.0], [0.0, 0.0, 0.0], [0.0, 0.0, 0.0], [0.0, 0.0, 0.0], [-0.1, 0.0, 0.1], [0.0, 0.0, 0.0], [0.0, 0.0, 0.0], [-0.1, 0.0, 0.0], [0.0, 0.0, 0.1], [-0.2, 0.0, -0.1], [-0.4, 0.0, 0.2], [0.0, 0.1, -0.2], [0.0, -0.1, -0.1], [0.0, 0.0, 0.0], [0.0, 0.0, 0.0], [0.0, 0.0, 0.1], [0.0, 0.0, 0.1], [0.0, 0.0, 0.0], [0.0, 0.0, 0.0], [0.0, 0.0, 0.0], [-0.1, 0.0, 0.0], [0.0, 0.0, 0.0], [0.0, -0.1, 0.0], [0.0, 0.0, 0.0], [0.0, 0.0, 0.0], [0.0, 0.1, 0.0], [-0.1, -0.1, 0.0], [-0.1, 0.0, 0.0], [0.0, 0.0, 0.1], [0.1, -0.1, 0.0], [0.0, 0.0, 0.0], [0.0, 0.1, 0.0], [0.0, 0.0, 0.0], [0.0, 0.0, 0.0]],
  "charge": 1,
  "e_lumo_ev": [-2.14, -3.64],
  "homo_lumo_gap_ev": [7.6, 6.2],
  "spin_multiplicity": 5,
  "homo_energy_ev": [-9.78, -9.81]
}